The following is a DFT calculation (ωB97M-V/def2-TZVPD) of one molecule with the formula C4H5N3O3 at a distorted geometry.

As for the calculated total energy: -545.19268 Eh. The energy relative to the best compared isomer or geometry (same formula, charge and spin) is 169.3 kcal per mole. As for the net charge: 0. Its HOMO energy (spin up / spin down) is -8.889 / -8.890 eV. The calculation puts the HOMO-LUMO gap (spin up / spin down) at 7.94 / 7.94 eV. The value obtained for the strongest force on any atom is 4.34 eV/Å.

```
15
Properties=species:S:1:pos:R:3:forces:R:3
C -1.257239 1.190754 0.513605 -0.7 -2.7 -1.1
C -0.392297 1.949563 -0.248818 1.0 0.2 0.4
C -0.787431 -0.141034 0.416772 1.7 1.3 -0.3
C 1.415681 -1.069191 -0.656494 0.1 -2.0 1.8
N 0.467578 -0.096950 -0.267942 -3.6 0.0 2.3
N 0.671712 1.144577 -0.611630 0.1 1.6 -1.9
N -1.188666 -1.307087 1.135614 -2.5 -0.4 -0.1
O 1.664425 1.379965 -1.384185 -0.7 0.5 0.8
O -2.420536 -1.486792 1.337495 2.4 0.8 -0.3
O -0.328950 -2.095715 1.464514 0.2 -0.2 0.2
H -2.293316 1.331210 0.810789 0.5 0.6 0.3
H -0.389620 3.012502 -0.479460 0.2 -0.5 0.0
H 1.494538 -1.027989 -1.744500 0.3 -0.4 0.2
H 2.334421 -0.729484 -0.123543 -0.2 -0.8 -0.9
H 1.009699 -2.054329 -0.162218 1.2 1.8 -1.5
```
Positions in Å, forces in eV/Å.

***

The following is a DFT calculation (ωB97M-V/def2-TZVPD) of a 2-piece molecular cluster, C6H11P overall at a distorted geometry.

As for the calculated total energy: -576.36157 Eh. The energy relative to the best compared isomer or geometry (same formula, charge and spin) is 97.9 kcal per mole. As for the net charge: 0. Its HOMO energy (spin up / spin down) is -8.054 / -8.053 eV. The calculation puts the HOMO-LUMO gap (spin up / spin down) at 7.74 / 7.74 eV. The value obtained for the strongest force on any atom is 4.45 eV/Å.

```
18
Properties=species:S:1:pos:R:3:forces:R:3
C 0.190747 0.573402 -2.550112 0.3 0.2 0.7
C 0.414099 1.510533 -1.601798 0.8 0.8 -2.0
C 0.242887 1.383822 -0.238120 -1.6 -2.8 3.1
C -1.267388 -0.470034 1.470087 -2.5 0.5 -0.5
C 0.810113 -1.506605 0.578284 -0.1 -2.3 0.2
C -0.474732 -0.765576 0.282552 2.8 2.4 -0.4
P 0.456851 2.562105 0.951804 0.3 -0.2 -1.6
H 0.604443 0.853639 -3.490436 -0.2 -0.2 -1.0
H -0.253792 -0.446764 -2.429480 0.5 1.3 0.1
H 0.924407 2.501959 -1.834528 -0.6 -1.3 -0.5
H -0.910665 -0.809286 2.372179 1.5 -1.6 1.9
H -2.306293 -0.934226 1.446337 0.9 1.4 -0.2
H -1.111242 0.597368 1.661231 -1.5 0.0 -0.1
H 1.173828 -1.584890 1.654782 -0.5 1.0 -1.4
H 0.408903 -2.560226 0.438968 0.9 0.5 0.0
H 1.656944 -1.395193 -0.131662 -0.6 0.1 0.5
H -0.988307 -1.190863 -0.584415 0.1 0.7 0.1
H 0.429197 1.680833 2.004327 -0.3 -0.6 1.0
```
Positions in Å, forces in eV/Å.

***

The following is a DFT calculation (ωB97M-V/def2-TZVPD) of a 6-piece molecular cluster, CH12O6 overall at a distorted geometry.

As for the expectation value of S²: 0.76. As for the calculated total energy: -496.31935 Eh. The energy relative to the best compared isomer or geometry (same formula, charge and spin) is 1.9 kcal per mole. As for the net charge: +1. The multiplicity is 2. Its HOMO energy (spin up / spin down) is -14.546 / -14.487 eV. The calculation puts the HOMO-LUMO gap (spin up / spin down) at 8.44 / 3.65 eV. The value obtained for the strongest force on any atom is 1.00 eV/Å.

```
19
Properties=species:S:1:pos:R:3:forces:R:3
O -1.907260 0.509554 0.813219 -0.1 0.0 -0.3
C -2.736779 0.869731 0.034834 0.3 -0.3 0.2
H -3.288298 1.803419 0.212380 -0.1 0.3 0.0
H -2.991655 0.255003 -0.856911 0.1 0.0 -0.2
H -0.143520 1.095111 -1.965365 0.0 -0.2 0.0
H -0.020101 0.261667 -3.234082 0.3 -0.2 -0.6
O -0.656930 0.540954 -2.583977 -0.5 0.0 0.9
H 3.779464 -1.296333 0.845360 0.1 0.0 0.1
H 2.797494 -2.469146 0.745089 0.2 -0.2 -0.1
O 2.851361 -1.529233 0.921779 -0.4 0.1 0.0
H 1.275884 -0.947490 2.303879 0.0 0.5 0.0
H 0.170333 0.163600 2.503576 -0.2 -0.3 0.2
O 1.103479 -0.030771 2.583382 0.2 0.1 -0.3
H -0.888286 -1.341874 -1.331955 0.2 0.2 -0.5
H -1.163159 -1.498691 0.166498 -0.1 -0.3 0.2
O -0.841497 -1.987607 -0.606147 -0.1 0.5 0.2
H 0.783493 1.380322 0.444545 0.4 -0.1 0.1
H 1.225161 2.506295 -0.547070 -0.5 -0.8 0.3
O 0.650816 1.715488 -0.449035 0.2 0.9 -0.2
```
Positions in Å, forces in eV/Å.

***

The following is a DFT calculation (ωB97M-V/def2-TZVPD) of one molecule with the formula C6H10N2 at a distorted geometry.

As for the calculated total energy: -344.03074 Eh. The energy relative to the best compared isomer or geometry (same formula, charge and spin) is 66.5 kcal per mole. As for the net charge: 0. Its HOMO energy is -9.327 eV. The calculation puts the HOMO-LUMO gap at 10.19 eV. The value obtained for the strongest force on any atom is 5.36 eV/Å.

```
18
Properties=species:S:1:pos:R:3:forces:R:3
C 0.598807 0.444473 1.680708 0.3 -0.5 -1.4
C 0.216437 0.308645 0.153226 1.9 -1.3 1.5
C 1.198101 1.137828 -0.699076 -1.4 0.4 -1.6
C -1.187445 0.648916 0.099583 -2.7 4.6 -0.1
N -2.112432 -0.196013 0.010451 0.9 -1.2 1.0
N -1.411473 -1.469674 0.066451 -1.3 -1.1 -0.9
C -0.796231 -1.569513 -1.295685 -1.4 -1.0 -1.2
C -0.024312 -1.195690 -0.142431 2.2 0.9 0.4
H 0.341171 1.402480 2.068726 -0.1 0.8 0.3
H 1.637549 0.231270 1.868615 0.6 0.2 -0.2
H 0.081681 -0.302994 2.220896 -0.9 -0.7 0.7
H 1.120664 0.868875 -1.802494 -0.1 0.5 1.3
H 1.004897 2.224373 -0.562057 -0.3 -0.6 -0.3
H 2.230761 1.086020 -0.446868 0.8 -0.8 0.6
H -1.588105 1.703068 0.199299 0.9 -0.9 -0.3
H -0.748746 -2.592479 -1.724860 0.1 1.0 0.3
H -1.208709 -0.757654 -1.892387 0.4 -0.5 -0.5
H 0.647385 -1.971929 0.197902 0.2 0.3 0.5
```
Positions in Å, forces in eV/Å.

***

The following is a DFT calculation (ωB97M-V/def2-TZVPD) of C12H14AsNO8Zn as an isolated structure.

As for the calculated total energy: -5137.55780 Eh. The energy relative to the best compared isomer or geometry (same formula, charge and spin) is 0.0 kcal per mole. As for the net charge: 0. Its HOMO energy is -8.001 eV. The calculation puts the HOMO-LUMO gap at 6.84 eV. The value obtained for the strongest force on any atom is 0.83 eV/Å.

```
37
Properties=species:S:1:pos:R:3:forces:R:3
Zn 0.197027 -0.514917 -0.352694 -0.1 0.1 -0.3
O -1.124652 2.946096 -2.884826 0.1 0.1 -0.1
C -0.721373 2.035759 -2.004877 -0.3 -0.1 0.0
O -1.130732 0.901121 -1.979809 0.1 -0.1 0.0
C 0.280403 2.544680 -1.020901 0.1 0.0 0.1
C 0.883024 3.792442 -1.066714 0.0 0.0 -0.1
C 1.866490 4.066094 -0.128578 0.0 0.0 0.0
C 2.231139 3.091602 0.790452 -0.1 0.0 0.0
C 1.559400 1.878870 0.760180 -0.1 0.3 -0.2
N 0.589666 1.639081 -0.110123 -0.1 0.0 0.1
C 1.814607 0.720071 1.676184 0.2 -0.2 0.0
O 3.057694 0.537048 2.112642 0.1 0.0 0.0
O 0.896012 0.024878 2.017230 -0.2 -0.1 0.4
H -1.743196 2.520360 -3.497577 0.0 0.0 0.0
H 0.601668 4.506301 -1.827121 0.0 0.0 0.0
H 2.362190 5.027499 -0.126613 0.0 0.0 0.0
H 3.006522 3.268040 1.522772 0.0 0.0 0.0
H 3.677795 0.680025 1.377197 0.0 0.0 0.1
O 3.923257 -1.678972 -0.914267 -0.2 0.3 -0.1
C 2.739075 -1.424920 -0.968632 0.1 -0.8 0.2
O 2.179587 -0.322562 -0.553715 0.1 0.1 0.0
C 1.708317 -2.507663 -1.511599 0.2 0.3 -0.6
O 2.118554 -3.489861 -2.087442 -0.2 0.1 0.3
O 0.452793 -2.185928 -1.335077 0.1 -0.2 0.1
C -3.136061 -2.239388 -0.658560 0.0 0.0 0.0
As -1.822165 -1.609041 0.622578 0.1 0.1 0.0
C -2.906094 -0.897925 2.069999 0.0 0.0 0.0
C -1.136995 -3.266586 1.347517 0.0 0.0 0.0
H -3.851701 -2.900435 -0.173154 0.0 0.0 0.0
H -2.609959 -2.778935 -1.443598 0.0 0.0 0.0
H -3.661175 -1.393742 -1.098546 0.0 0.0 0.0
H -3.600448 -1.650068 2.441503 0.0 0.0 0.0
H -3.468976 -0.036909 1.712074 0.0 0.0 0.0
H -2.249861 -0.579214 2.877972 0.0 0.0 0.0
H -1.941940 -3.886117 1.738223 0.0 0.0 0.0
H -0.424063 -3.042135 2.139380 0.0 0.0 0.0
H -0.615831 -3.774637 0.538523 0.0 0.0 0.0
```
Positions in Å, forces in eV/Å.